Model i:
DFT (ωB97M-V/def2-TZVPD) results for a 4-piece molecular cluster, C2H11NO4 overall.

Its spin multiplicity is 2. As for the expectation value of S²: 0.75. As for the charge: +1. Its orbital gap (spin up / spin down) is 12.03 / 6.89 eV.

Geometry as XYZ:
```
18
Properties=species:S:1:pos:R:3:mulliken_spin:R:1
O 1.512 0.036 -2.115 0.00
O 2.322 1.089 0.483 0.00
O -0.949 -1.710 2.779 0.01
O -1.965 0.734 0.758 0.86
N -0.341 -0.711 0.161 0.03
C -1.191 0.229 -0.073 0.00
C -1.319 0.780 -1.479 0.09
H -2.268 1.258 -1.640 0.00
H -0.262 -1.073 1.134 0.00
H 1.821 0.608 -1.399 0.00
H 1.515 1.036 1.009 0.00
H 0.333 -1.009 -0.552 0.00
H 2.991 1.128 1.178 0.00
H -1.592 -2.426 2.759 0.00
H -0.453 1.424 -1.661 0.00
H -1.098 -0.064 -2.135 0.02
H 2.318 -0.319 -2.511 0.00
H -1.374 -1.011 3.305 0.00
```

Model ii:
DFT (ωB97M-V/def2-TZVPD) results for a 4-piece molecular cluster, C2H11NO4 overall.

Its spin multiplicity is 2. As for the expectation value of S²: 0.77. As for the charge: +1. Its orbital gap (spin up / spin down) is 10.10 / 5.30 eV.

Geometry as XYZ:
```
18
Properties=species:S:1:pos:R:3:mulliken_spin:R:1
O -1.827 -2.027 -0.330 0.28
O 0.527 -2.848 1.059 0.00
O 0.807 3.437 1.365 0.00
O 1.654 -0.558 0.817 0.00
N -0.577 -0.171 -0.907 0.73
C -1.727 -0.987 -0.949 -0.12
C -0.638 1.117 -1.484 0.01
H 0.495 2.555 1.189 0.00
H 0.354 -2.725 1.995 0.00
H -0.286 -2.439 0.693 0.00
H -0.517 1.100 -2.579 0.07
H 1.625 -1.530 0.847 0.00
H -2.558 -0.694 -1.603 0.00
H 1.265 3.271 2.205 0.00
H 2.511 -0.387 0.380 0.00
H 0.238 -0.434 -0.274 -0.03
H -1.569 1.632 -1.218 0.05
H 0.221 1.689 -1.206 0.01
```

Tell me which of them is the most stable. Sure, it is model i.

Model i:
DFT (ωB97M-V/def2-TZVPD) results for a 2-piece molecular cluster, C4H8ClN overall.

As for the charge: 0. Its orbital gap (spin up / spin down) is 8.13 / 8.09 eV.

Geometry as XYZ:
```
14
Properties=species:S:1:pos:R:3:mulliken_charge:R:1
Cl -3.930 -0.194 0.456 -0.17
N -2.884 0.388 -0.902 -0.30
C 1.129 1.208 0.429 -1.21
C 0.957 -1.329 -0.130 -1.23
C -1.639 0.298 -0.678 -0.09
C 0.372 -0.099 0.638 0.10
H 0.183 -1.787 -0.575 0.41
H 0.003 -0.429 1.562 0.43
H 1.316 -1.974 0.555 0.42
H 1.707 -1.134 -0.917 0.31
H 1.303 1.333 -0.563 0.37
H 2.114 1.254 0.957 0.35
H 0.412 1.907 0.738 0.38
H -1.044 0.558 -1.570 0.24
```

Model ii:
DFT (ωB97M-V/def2-TZVPD) results for a single C4H8ClN molecule.

Its SMILES is ClC[C@H]1CCN1. As for the charge: 0. Its orbital gap is 9.83 eV.

Geometry as XYZ:
```
14
Properties=species:S:1:pos:R:3:mulliken_charge:R:1
Cl -2.961 0.243 -0.074 -0.19
N 1.101 -0.702 -0.407 -0.30
C 1.573 0.353 0.340 -0.55
C 0.221 1.145 -0.238 -0.46
C -0.340 -0.267 -0.523 0.17
C -1.443 -0.727 0.296 -0.74
H 1.755 0.378 1.415 0.23
H 2.592 0.599 -0.024 0.23
H -1.103 -0.611 1.269 0.37
H -0.957 -0.444 -1.532 0.21
H 0.323 1.852 -1.192 0.24
H 1.351 -1.710 -0.292 0.21
H -0.277 1.650 0.729 0.24
H -1.834 -1.759 0.233 0.33
```

Model iii:
DFT (ωB97M-V/def2-TZVPD) results for a single C4H8ClN molecule.

Its SMILES is C=C(Cl)CCN. As for the charge: 0. Its orbital gap is 10.26 eV.

Geometry as XYZ:
```
14
Properties=species:S:1:pos:R:3:mulliken_charge:R:1
Cl 1.791 -0.025 -0.611 -0.22
N -1.800 1.260 1.933 -0.57
C 0.140 -0.479 -0.793 0.50
C -0.061 -1.494 -1.666 -0.85
C -0.800 0.306 1.435 -0.48
C -0.896 0.302 -0.077 -0.54
H -1.672 1.571 2.885 0.22
H -0.876 1.344 -0.430 0.29
H -2.773 0.870 1.931 0.21
H 0.184 0.637 1.697 0.40
H -1.037 -1.762 -1.937 0.28
H 0.801 -1.955 -2.166 0.26
H -1.863 -0.142 -0.358 0.27
H -0.908 -0.759 1.837 0.23
```

Tell me which of them is the most stable. Sure, it is model iii.

Model i:
DFT (ωB97M-V/def2-TZVPD) results for a single C5H6N2O molecule.

Its SMILES is [H]/N=C(/N)[C@@]12C=C[C@@H]1O2. As for the charge: 0. Its orbital gap (spin up / spin down) is 7.79 / 7.79 eV.

Geometry as XYZ:
```
14
Properties=species:S:1:pos:R:3:mulliken_charge:R:1
O -1.005 -0.468 1.437 -0.36
N 1.795 -1.208 0.900 -0.84
N 1.975 0.470 -0.670 -0.47
C 1.248 -0.227 0.291 0.37
C -1.473 -0.827 0.254 0.28
C -0.994 1.077 -0.437 -0.08
C -0.103 0.293 0.468 0.02
C -2.087 0.306 -0.512 -0.84
H 1.796 1.461 -0.739 0.21
H -0.757 2.026 -0.893 0.36
H -3.062 0.408 -0.952 0.42
H 2.956 0.234 -0.643 0.29
H 1.150 -1.669 1.535 0.26
H -1.440 -1.875 -0.038 0.37
```

Model ii:
DFT (ωB97M-V/def2-TZVPD) results for a single C5H6N2O molecule.

As for the charge: 0. Its orbital gap is 8.59 eV.

Geometry as XYZ:
```
14
Properties=species:S:1:pos:R:3:mulliken_charge:R:1
O 1.998 -0.749 0.051 -0.35
N -0.207 -1.260 0.477 -0.05
N 0.596 2.427 0.805 -0.39
C 0.945 1.548 0.142 0.29
C 1.446 0.403 -0.747 -0.32
C 1.029 -1.527 0.744 -0.07
C -2.078 0.199 0.113 -0.62
C -1.154 -0.897 -0.271 -0.36
H 2.301 0.785 -1.416 0.27
H -3.122 -0.093 0.029 0.33
H -1.810 0.781 1.087 0.28
H 0.573 0.053 -1.297 0.34
H 1.386 -2.469 0.985 0.36
H -1.904 0.798 -0.704 0.25
```

Model iii:
DFT (ωB97M-V/def2-TZVPD) results for a single C5H6N2O molecule.

Its SMILES is c1ncn2c1CCO2. As for the charge: 0. Its orbital gap is 9.56 eV.

Geometry as XYZ:
```
14
Properties=species:S:1:pos:R:3:mulliken_charge:R:1
O -1.121 -1.176 0.051 -0.26
N 2.235 -0.006 0.139 -0.59
N 0.128 -0.639 -0.260 0.23
C 0.138 0.898 -0.104 0.06
C 1.371 -1.108 -0.128 0.05
C 1.442 1.132 0.174 -0.40
C -1.441 1.166 -0.391 -0.46
C -1.953 -0.208 0.396 -0.31
H -1.936 1.151 -1.432 0.29
H -1.559 2.134 0.307 0.26
H -3.125 -0.545 0.128 0.26
H 1.640 -2.217 -0.371 0.30
H -1.931 0.106 1.560 0.22
H 1.999 2.019 0.569 0.36
```

Model iv:
DFT (ωB97M-V/def2-TZVPD) results for a single C5H6N2O molecule.

Its SMILES is N#C[C@H]1C[C@@H]1C(N)=O. As for the charge: 0. Its orbital gap is 11.24 eV.

Geometry as XYZ:
```
14
Properties=species:S:1:pos:R:3:mulliken_charge:R:1
O -1.548 0.766 1.270 -0.57
N -2.185 -1.097 0.249 -0.39
N 3.364 -0.658 0.386 -0.43
C 0.647 1.044 -0.954 -0.70
C 0.001 -0.214 -0.321 -0.04
C 1.109 0.487 0.382 -0.08
C 2.363 -0.128 0.458 0.05
C -1.290 -0.100 0.494 0.50
H 0.187 2.106 -0.805 0.23
H 0.844 0.957 1.284 0.43
H 1.190 0.913 -1.919 0.31
H 0.297 -1.115 -0.906 0.29
H -1.836 -1.982 -0.009 0.20
H -3.142 -0.978 0.391 0.21
```

Tell me which of them is the most stable. Sure, it is model iv.

Model i:
DFT (ωB97M-V/def2-TZVPD) results for C5H6N2O as an isolated structure.

As for the charge: 0. Its orbital gap is 8.12 eV.

Geometry as XYZ:
```
14
Properties=species:S:1:pos:R:3:mulliken_charge:R:1
O -0.565 1.374 -2.601 -0.44
N -0.411 -0.431 2.169 -0.60
N -0.368 0.507 -1.488 0.12
C 0.843 -1.168 1.572 -0.14
C 0.841 -0.100 -1.156 -0.89
C -1.007 0.836 -0.209 -0.85
C -0.177 0.280 0.856 0.30
C 0.804 -0.349 0.191 0.29
H 1.818 -1.200 2.227 0.25
H -1.789 1.441 -0.500 0.51
H -0.153 2.368 -2.360 0.38
H 1.388 -0.257 -1.994 0.54
H -1.624 -0.964 1.938 0.32
H 0.401 -2.336 1.354 0.22
```

Model ii:
DFT (ωB97M-V/def2-TZVPD) results for a single C5H6N2O molecule.

Its SMILES is C1=CC2=NOC[C@@H]2N1. As for the charge: 0. Its orbital gap is 9.32 eV.

Geometry as XYZ:
```
14
Properties=species:S:1:pos:R:3:mulliken_charge:R:1
O -1.838 -0.889 0.434 -0.22
N 0.862 0.646 -1.238 -0.44
N -0.693 -0.922 1.174 -0.44
C 0.112 -0.061 0.822 0.39
C 2.032 0.448 -0.321 -0.30
C 1.631 0.018 0.898 -0.59
C -0.307 0.760 -0.483 0.40
C -1.552 -0.144 -0.815 -0.66
H -1.284 -0.841 -1.588 0.28
H -0.506 1.792 -0.082 0.29
H -2.574 0.272 -1.001 0.24
H 3.052 0.585 -0.824 0.31
H 1.074 1.418 -1.826 0.29
H 2.260 -0.298 1.683 0.43
```

Model iii:
DFT (ωB97M-V/def2-TZVPD) results for C5H6N2O as an isolated structure.

As for the charge: 0. Its orbital gap is 9.02 eV.

Geometry as XYZ:
```
14
Properties=species:S:1:pos:R:3:mulliken_charge:R:1
O 1.924 0.747 2.194 -0.54
N 0.600 1.393 0.608 -0.66
N 0.271 -0.387 -0.571 0.10
C -1.018 -0.727 -1.212 -0.40
C -1.326 0.706 -0.985 -0.76
C 1.292 0.294 1.017 0.55
C 0.047 0.864 -0.436 0.49
C 1.097 -0.945 0.404 -0.79
H 1.609 -1.743 0.603 0.51
H -2.131 0.844 -0.055 0.19
H -1.417 -1.482 -0.550 0.38
H 1.936 -0.077 3.091 0.36
H -0.962 -0.653 -2.258 0.26
H -1.924 1.165 -1.850 0.33
```

Model iv:
DFT (ωB97M-V/def2-TZVPD) results for C5H6N2O as an isolated structure.

As for the charge: 0. Its orbital gap is 8.79 eV.

Geometry as XYZ:
```
14
Properties=species:S:1:pos:R:3:mulliken_charge:R:1
O 1.042 1.069 1.136 -0.44
N -0.941 -1.017 -0.928 0.06
N -2.261 -0.087 0.882 -0.58
C 0.097 0.336 0.423 0.65
C 0.282 -0.679 -1.614 -0.50
C 0.853 0.240 -0.704 0.12
C -1.026 -0.366 0.240 -0.46
C 2.161 0.503 0.354 -0.31
H -2.512 0.882 0.556 0.27
H 0.857 -0.799 -2.760 0.27
H 2.614 -0.747 0.735 0.23
H -1.560 -1.504 -1.438 0.12
H 2.773 1.298 0.111 0.33
H -2.292 -0.161 1.835 0.24
```

Tell me which of them is the most stable. Sure, it is model ii.